Entry 1:
The following is a DFT calculation (ωB97M-V/def2-TZVPD) of a single HPS5 molecule.

Geometry (Å):
P 1.285 0.191 0.014
S -0.434 -0.139 1.459
S 2.650 1.378 0.658
S -1.882 -1.211 0.533
S -1.224 0.316 -2.310
S -2.346 0.460 -0.789
H 1.951 -0.994 0.434

Force components x, y, z for each atom (eV/Å):
-0.84 -1.75 0.64
0.93 0.60 0.28
0.33 1.27 0.39
0.18 0.82 -0.94
0.58 -0.11 -0.53
-0.81 -0.53 0.85
-0.37 -0.29 -0.69

- ΔE to the lowest compared entry with this formula, charge and spin (eV) = 2.000
- lowest unoccupied orbital energy (alpha / beta) (eV) = -2.068 / -2.650

Entry 2:
The following is a DFT calculation (ωB97M-V/def2-TZVPD) of a molecular structure, C18H37N2O2P3ReS.

Geometry (Å):
P -2.410 -0.039 1.272
C -3.020 1.593 1.886
H -3.894 1.377 2.536
H -3.311 2.243 1.038
H -2.203 2.097 2.455
C -3.723 -0.689 0.231
H -3.694 -1.782 0.232
H -3.588 -0.285 -0.783
H -4.664 -0.344 0.674
C -2.255 -0.961 2.830
H -3.268 -1.104 3.214
H -1.645 -0.390 3.542
H -1.774 -1.930 2.667
P 2.343 -0.710 1.407
C 3.342 0.631 2.200
H 4.212 0.179 2.702
H 2.762 1.152 2.981
H 3.726 1.350 1.443
C 2.111 -1.781 2.816
H 2.042 -2.820 2.510
H 1.250 -1.450 3.415
H 2.998 -1.716 3.443
C 3.565 -1.320 0.239
H 4.364 -1.760 0.836
H 3.960 -0.488 -0.360
H 3.142 -2.102 -0.395
P 0.174 0.280 -2.711
C 0.573 1.953 -3.340
H 0.629 1.866 -4.444
H 1.524 2.312 -2.901
H -0.228 2.653 -3.036
C 1.386 -0.783 -3.560
H 1.511 -0.410 -4.587
H 1.053 -1.822 -3.617
H 2.351 -0.750 -3.033
C -1.530 -0.047 -3.175
H -1.517 -0.211 -4.256
H -2.137 0.816 -2.881
H -1.901 -0.938 -2.653
Re 0.113 -0.825 0.061
C 0.098 0.458 1.464
O 0.350 1.384 2.245
C 1.292 0.617 -0.487
O 1.975 1.643 -0.461
C 0.893 -2.757 -1.145
C -0.367 -2.543 -1.710
C -1.484 -2.535 -0.904
C -1.393 -2.768 0.464
C -0.142 -3.000 1.024
C 0.996 -3.020 0.218
H 1.770 -2.843 -1.766
H -0.498 -2.578 -2.788
H -2.451 -2.423 -1.363
H -2.276 -2.976 1.054
H -0.089 -3.276 2.066
H 1.929 -3.448 0.602
N -1.138 4.836 -0.523
C -0.449 3.734 -0.121
N 0.549 4.021 0.713
S -1.140 2.227 -0.512
H -0.803 5.761 -0.232
H -1.943 4.720 -1.093
H 1.112 3.280 1.190
H 0.764 4.983 0.871

Force components x, y, z for each atom (eV/Å):
-0.98 0.89 1.12
0.38 0.14 -0.21
0.50 0.17 -0.28
-0.05 -0.44 0.61
-0.71 -0.36 -0.25
-0.13 -0.15 0.01
-0.36 0.35 -0.13
-0.33 -0.16 0.26
-0.02 -0.09 -0.27
0.13 -0.28 -0.23
0.09 -0.05 0.26
-0.31 -0.01 -0.10
-0.31 0.31 0.38
1.54 -0.66 0.42
-0.90 1.42 -0.47
-0.34 -0.42 -0.35
0.25 -0.13 -0.39
-0.35 -0.41 0.53
-0.02 -0.46 0.35
-0.24 -0.03 0.30
0.19 -0.23 -0.16
0.11 0.14 0.09
-0.07 -0.50 -0.23
0.28 0.05 -0.05
-0.07 -0.26 0.18
0.52 0.36 0.02
0.59 1.03 -1.07
-0.17 0.15 0.34
0.07 0.20 0.55
-0.37 -0.24 -0.47
0.45 -0.41 -0.42
-0.12 -0.23 -0.08
0.06 -0.05 0.25
0.22 0.29 -0.20
-0.22 0.13 -0.25
-0.10 -0.36 0.21
-0.39 0.11 -0.04
0.08 -0.12 -0.36
-0.04 0.49 -0.55
4.17 1.87 2.51
0.82 6.01 4.91
-1.77 -5.60 -4.19
3.00 6.23 -0.58
-3.35 -6.07 -0.59
0.14 -0.58 -0.31
0.24 -0.69 -0.67
-1.27 -0.44 -0.25
-0.25 -0.87 -0.25
-0.23 -0.50 0.51
0.27 -1.46 -0.16
0.06 0.02 -0.14
0.04 0.33 0.25
-0.22 -0.13 -0.06
0.03 0.33 -0.05
0.14 0.01 0.14
-0.29 0.59 -0.03
1.47 -1.37 0.47
-0.39 3.40 1.18
0.49 -2.73 -0.07
-0.36 -0.30 -0.56
-0.59 -0.40 -0.38
-0.61 0.41 -0.54
-0.81 1.29 -0.76
0.41 0.48 0.32

- ΔE to the lowest compared entry with this formula, charge and spin (eV) = 3.198
- total charge = +4
- 2S+1 = 4
- expectation value of S² = 3.791
- lowest unoccupied orbital energy (alpha / beta) (eV) = -13.459 / -15.202

Entry 3:
The following is a DFT calculation (ωB97M-V/def2-TZVPD) of 3 unconnected molecules or ions with the total composition C20H42N2O9P2.

Geometry (Å):
C 4.774 2.021 -0.598
O 3.628 2.819 -0.860
C 4.019 4.110 -1.293
C 2.811 5.042 -1.426
C 1.497 4.361 -1.821
C 1.501 3.709 -3.212
C 1.028 2.243 -3.249
C -0.233 1.941 -2.431
C -1.543 2.361 -3.133
C -2.049 3.741 -2.653
C -3.128 3.718 -1.548
C -2.575 3.751 -0.111
C -3.405 4.555 0.796
N -4.014 5.212 1.514
C -2.297 2.367 0.553
C -3.035 1.271 -0.065
N -3.691 0.451 -0.529
H 5.034 2.182 0.452
H 4.565 0.970 -0.780
H 5.612 2.321 -1.233
H 4.545 3.996 -2.247
H 4.677 4.542 -0.531
H 3.071 5.834 -2.130
H 2.662 5.477 -0.436
H 1.267 3.655 -1.027
H 0.751 5.160 -1.809
H 0.946 4.326 -3.921
H 2.534 3.730 -3.569
H 0.774 2.024 -4.290
H 1.854 1.575 -3.011
H -0.270 0.857 -2.288
H -0.222 2.378 -1.433
H -1.431 2.379 -4.216
H -2.310 1.638 -2.854
H -1.219 4.370 -2.328
H -2.518 4.262 -3.490
H -3.859 2.928 -1.711
H -3.665 4.659 -1.681
H -1.621 4.282 -0.148
H -1.237 2.126 0.599
H -2.615 2.406 1.596
C 1.767 -2.529 4.564
O 2.384 -1.412 3.894
P 2.528 -1.480 2.295
O 3.028 -2.831 1.965
O 3.596 -0.294 2.214
C 4.952 -0.569 2.533
O 1.781 -0.947 0.977
C 0.522 -1.550 0.619
H 1.421 -2.176 5.533
H 0.924 -2.925 4.003
H 2.509 -3.311 4.707
H 5.218 -1.612 2.355
H 5.205 -0.312 3.563
H 5.547 0.062 1.874
H -0.158 -1.605 1.470
H 0.696 -2.550 0.224
H 0.069 -0.931 -0.151
C -4.285 -7.851 0.016
O -3.604 -7.482 1.227
P -3.078 -5.957 1.375
O -2.421 -5.698 0.065
O -2.094 -6.318 2.580
C -0.934 -7.100 2.290
O -3.302 -4.456 1.928
C -4.274 -3.664 1.218
H -4.872 -8.742 0.230
H -4.946 -7.062 -0.337
H -3.548 -8.078 -0.750
H -0.633 -6.991 1.249
H -1.130 -8.150 2.508
H -0.133 -6.746 2.935
H -5.213 -4.194 1.060
H -3.852 -3.367 0.258
H -4.472 -2.778 1.815

Force components x, y, z for each atom (eV/Å):
-0.20 0.37 0.30
-0.05 -0.16 -0.36
-0.41 -0.07 0.00
0.06 -0.50 0.35
0.33 0.53 -0.16
0.49 -0.20 0.31
-0.31 0.53 -0.31
-0.22 -0.63 -0.64
0.05 0.56 1.03
-0.41 -0.38 -0.25
0.28 0.96 -0.24
0.24 -0.33 0.03
-0.10 -0.02 -0.16
-0.05 -0.04 0.01
-0.09 0.00 0.35
-0.13 0.03 0.06
0.12 -0.10 -0.03
0.31 -0.24 0.00
-0.25 -0.01 0.08
0.04 -0.02 -0.01
0.17 0.17 0.03
0.34 0.05 -0.26
-0.02 0.11 0.05
-0.10 0.28 -0.10
-0.12 -0.11 -0.07
-0.20 -0.14 0.20
-0.19 -0.05 0.05
-0.02 -0.07 -0.17
0.08 -0.16 -0.02
-0.02 0.05 0.41
0.04 -0.02 0.07
0.22 0.02 0.04
0.07 -0.20 -0.03
-0.08 -0.11 -0.36
0.04 0.03 -0.04
0.09 -0.01 -0.10
0.06 -0.14 0.13
-0.17 -0.04 0.15
0.05 -0.01 0.00
0.06 0.02 -0.32
-0.02 -0.02 0.03
0.00 -0.08 0.21
-2.05 0.44 -0.52
4.51 -0.59 -1.47
-0.67 -0.23 0.35
-0.11 -0.01 -0.05
0.49 0.15 -0.02
-1.91 0.49 1.74
0.00 -0.21 -0.21
0.01 0.10 -0.05
0.01 -0.04 -0.01
0.00 -0.02 -0.12
-0.16 -0.03 -0.05
-0.27 0.02 0.07
0.07 -0.04 0.01
-0.02 0.02 0.00
0.00 -0.02 0.05
0.07 0.06 0.02
-0.05 -0.22 -0.11
-2.16 1.08 0.73
5.94 -0.17 -1.36
-0.90 -0.14 -0.26
-0.14 0.40 0.27
0.01 -0.30 0.05
-2.77 -1.14 0.74
0.17 0.40 -0.18
0.01 0.04 0.11
0.02 0.01 -0.05
0.04 0.13 0.00
-0.05 0.05 -0.01
-0.03 -0.01 -0.02
-0.04 0.05 0.02
0.00 -0.03 0.05
-0.05 -0.04 -0.03
0.03 -0.04 0.06

- lowest unoccupied orbital energy (eV) = -0.017

Entry 4:
The following is a DFT calculation (ωB97M-V/def2-TZVPD) of a molecular structure, C31H43BF4N3O2Se2Tc.

Geometry (Å):
Tc 1.794 0.529 0.804
C 4.673 -1.743 2.325
Se 4.299 0.120 1.917
C 3.900 0.693 3.745
C 2.492 0.359 4.192
Se 1.211 1.386 3.130
C -0.392 0.402 3.595
H 5.545 -1.768 2.973
H 4.885 -2.242 1.384
H 3.813 -2.213 2.790
H 4.092 1.766 3.784
H 4.635 0.206 4.385
H 2.344 0.625 5.238
H 2.257 -0.697 4.053
H -0.581 0.542 4.656
H -0.252 -0.646 3.347
H -1.198 0.829 3.005
F 1.616 -3.309 2.490
B 1.455 -2.831 1.230
F 1.163 -1.271 1.490
F 2.580 -2.852 0.457
F 0.330 -3.248 0.577
C -1.072 3.250 0.176
C -0.846 1.928 -0.597
C -0.006 2.277 -1.833
C -0.138 0.910 0.277
C -2.226 1.390 -0.986
C -3.129 1.041 0.019
C -4.413 0.619 -0.279
C -4.823 0.530 -1.601
C -3.936 0.853 -2.612
C -2.648 1.282 -2.307
H -0.123 3.760 0.355
H -1.561 3.073 1.134
H -1.705 3.921 -0.408
H 0.971 2.639 -1.514
H -0.478 3.072 -2.414
H 0.144 1.421 -2.491
H -0.748 0.051 0.571
H -2.826 1.110 1.059
H -5.091 0.350 0.520
H -5.824 0.194 -1.840
H -4.238 0.773 -3.648
H -1.985 1.537 -3.122
C 4.002 3.951 -0.916
C 2.897 4.643 -0.117
C 2.582 3.609 0.935
O 2.641 2.350 0.196
C 3.572 2.491 -0.930
H 4.959 4.060 -0.406
H 4.109 4.343 -1.925
H 2.017 4.826 -0.735
H 3.219 5.586 0.320
H 1.593 3.684 1.373
H 3.338 3.576 1.725
H 3.024 2.209 -1.828
H 4.398 1.801 -0.769
C -6.474 -2.849 1.176
C -5.181 -2.735 0.415
C -3.969 -2.553 1.072
C -2.778 -2.476 0.371
C -2.770 -2.578 -1.018
N -1.500 -2.498 -1.650
C -1.249 -2.580 -2.983
O -2.062 -2.698 -3.871
N 0.122 -2.547 -3.334
C 1.209 -1.946 -2.729
C 2.497 -2.217 -3.196
C 3.580 -1.611 -2.594
C 3.376 -0.766 -1.522
N 2.147 -0.475 -1.078
C 1.089 -1.037 -1.680
C -3.971 -2.756 -1.695
C -5.152 -2.835 -0.970
H -6.380 -2.435 2.179
H -6.778 -3.893 1.276
H -7.281 -2.323 0.665
H -3.951 -2.478 2.153
H -1.844 -2.350 0.904
H -0.722 -2.653 -1.024
H 0.244 -2.849 -4.289
H 2.639 -2.906 -4.019
H 4.586 -1.814 -2.933
H 4.207 -0.325 -0.991
H 0.119 -0.749 -1.303
H -3.984 -2.839 -2.768
H -6.081 -2.978 -1.511

Force components x, y, z for each atom (eV/Å):
0.00 0.06 0.10
0.01 0.00 -0.03
-0.02 -0.01 -0.01
0.00 0.01 0.01
0.02 0.00 0.01
-0.01 -0.04 -0.04
0.00 0.00 0.03
0.00 -0.01 -0.01
-0.01 -0.01 0.00
-0.03 -0.01 0.01
0.00 -0.01 0.00
0.00 -0.01 -0.01
-0.01 0.00 0.00
-0.01 0.01 0.00
0.00 0.00 0.00
0.00 0.01 0.00
-0.01 0.00 -0.01
0.00 0.04 0.02
0.00 -0.03 0.03
0.03 -0.01 -0.01
0.04 0.04 0.01
0.03 0.00 0.00
0.00 -0.01 0.01
0.03 0.01 -0.01
-0.01 0.02 0.00
0.02 -0.05 -0.06
-0.01 0.01 0.00
0.00 0.04 -0.01
0.00 0.02 0.00
0.00 -0.02 0.00
0.00 -0.01 -0.01
0.01 -0.03 0.01
0.00 -0.01 0.02
0.00 0.01 0.00
0.00 0.00 0.00
-0.03 0.02 -0.01
-0.02 -0.01 -0.01
0.01 -0.02 0.00
-0.04 0.04 0.03
0.00 -0.01 0.01
0.00 0.01 0.00
-0.01 0.00 0.00
0.00 0.00 0.00
0.00 0.00 0.00
0.00 0.01 0.00
0.02 0.01 0.00
-0.01 0.00 0.00
0.00 0.00 0.01
0.02 -0.03 -0.02
0.00 0.00 -0.01
-0.01 0.00 0.00
0.00 0.00 0.00
0.00 0.00 0.00
0.00 0.00 0.01
0.00 0.00 -0.01
0.00 -0.01 0.01
-0.01 0.03 0.01
0.00 0.01 0.00
0.01 -0.02 0.01
0.01 -0.03 -0.01
-0.03 0.01 0.00
0.00 0.04 0.01
0.00 -0.10 -0.02
-0.03 0.14 0.05
-0.01 -0.03 0.03
0.00 -0.02 -0.02
-0.01 0.00 0.01
0.00 0.02 -0.01
0.00 -0.02 -0.01
0.01 0.00 0.04
0.01 -0.01 -0.07
0.03 0.02 0.02
0.03 -0.03 0.03
-0.01 0.00 -0.01
0.00 0.00 0.00
0.00 0.00 0.00
0.00 0.00 0.00
-0.01 0.00 0.01
-0.01 0.00 -0.01
-0.06 -0.06 -0.03
0.01 0.00 -0.01
0.00 -0.01 0.00
0.00 0.00 0.00
-0.01 -0.02 -0.02
0.02 0.03 -0.01
0.01 0.01 -0.03
0.00 0.00 0.00

- ΔE to the lowest compared entry with this formula, charge and spin (eV) = 0.345
- total charge = +1
- 2S+1 = 4
- expectation value of S² = 3.764
- lowest unoccupied orbital energy (alpha / beta) (eV) = -2.553 / -3.945

Number 1: DFT total energy -63480.1476 eV. Number 2: DFT total energy -67128.3226 eV. Number 3: DFT total energy -61406.7566 eV. Number 4: DFT total energy -185848.0800 eV.